No. 1
This record from the OMol25 dataset describes a cluster of 2 separate species, C4H7N2 in total in a non-equilibrium geometry. The level of theory is ωB97M-V with the def2-TZVPD basis set.

Geometry (Å):
N1 0.9596 -0.3030 0.1687
C1 -1.1468 0.7412 -0.2587
H1 -0.7598 3.0445 -2.1242
C2 -0.0230 -1.4623 -0.0295
H2 -0.1725 -2.0800 0.9428
N2 -2.1963 -0.0543 0.3327
H3 1.4915 -0.3666 -0.7793
C3 -1.2327 -0.7120 -0.2100
H4 1.6955 -0.7581 0.7907
H5 0.7646 1.8801 0.0581
H6 0.3741 -2.1231 -0.7986
C4 0.1659 1.0307 0.4042
H7 0.0799 1.1627 1.5031

ΔE to the lowest compared entry with this formula, charge and spin: 227.1 kcal per mole
total charge: +1
HOMO (alpha / beta): -13.349 / -14.174 eV
largest force on an atom: 3.98 eV Å⁻¹
total energy: -7225.892 eV



No. 2
This record from the OMol25 dataset describes the ion C4H7N2 with charge +1 in a non-equilibrium geometry. The level of theory is ωB97M-V with the def2-TZVPD basis set.

Geometry (Å):
H1 -0.4223 1.5643 2.1819
H2 0.8066 2.0138 1.0551
N1 0.4402 -1.1074 -1.3971
H3 0.2948 -2.7441 0.1730
H4 0.5996 -1.5559 -2.3034
H5 -0.8197 2.3507 0.5786
C1 0.2910 0.2790 -1.1612
C2 -0.1739 1.5719 1.0396
N2 -0.5630 -0.9062 0.4952
C3 -0.0480 0.3560 0.1647
H6 0.4952 1.1026 -1.9048
C4 -0.0086 -1.7825 -0.3426
H7 -0.8920 -1.1421 1.4210

ΔE to the lowest compared entry with this formula, charge and spin: 33.8 kcal per mole
SMILES: Cc1c[nH]c[nH+]1
total charge: +1
HOMO: -14.187 eV
largest force on an atom: 3.09 eV Å⁻¹
total energy: -7234.273 eV



No. 3
This record from the OMol25 dataset describes a cluster of 2 separate species, C4H7N2 in total in a non-equilibrium geometry. The level of theory is ωB97M-V with the def2-TZVPD basis set.

Geometry (Å):
H1 2.0730 -1.3879 -2.7343
N1 0.6039 -0.8182 -1.0681
H2 -0.2567 -0.0597 1.8823
C1 0.0621 -0.0215 -0.2035
H3 -0.2676 2.7293 -0.3698
H4 -0.2971 -1.6766 1.1176
H5 -1.6088 1.8882 0.5466
N2 0.9593 -2.2911 -1.0340
C2 -0.5640 2.1356 0.4806
H6 0.0484 2.1754 1.3600
C3 1.4357 -1.5196 -1.8919
H7 -1.6381 -0.5310 0.9220
C4 -0.5501 -0.6229 0.9925

ΔE to the lowest compared entry with this formula, charge and spin: 187.3 kcal per mole
total charge: +1
HOMO: -14.645 eV
largest force on an atom: 3.07 eV Å⁻¹
total energy: -7227.617 eV



No. 4
This record from the OMol25 dataset describes a cluster of 2 separate species, C4H7N2 in total in a non-equilibrium geometry. The level of theory is ωB97M-V with the def2-TZVPD basis set.

Geometry (Å):
H1 -0.0496 -2.2110 1.4070
H2 0.8121 2.0058 0.4669
C1 -0.9154 0.5693 0.3853
H3 -2.1800 -1.0908 -0.3127
H4 -1.1517 -0.3856 -1.6295
N1 2.2242 -0.2355 -0.0668
H5 -1.5083 0.9384 1.2025
H6 2.5565 -1.1731 0.1764
H7 0.2771 1.6134 -1.1866
N2 1.0276 -0.0444 -0.0460
C2 -1.3106 -0.5025 -0.5652
C3 0.3414 1.2457 -0.1595
C4 -0.1232 -0.7296 0.3283

ΔE to the lowest compared entry with this formula, charge and spin: 173.4 kcal per mole
total charge: +1
HOMO: -15.693 eV
largest force on an atom: 6.33 eV Å⁻¹
total energy: -7228.218 eV



No. 5
This record from the OMol25 dataset describes the ion C4H7N2 with charge +1 in a non-equilibrium geometry. The level of theory is ωB97M-V with the def2-TZVPD basis set.

Geometry (Å):
H1 -0.3561 2.3426 -0.0626
C1 -3.4179 0.1096 -0.0764
C2 1.2543 -0.6773 -0.0961
C3 0.3750 1.4841 0.0303
N1 0.1531 0.1792 0.0970
H2 -1.1502 -1.6017 -0.1289
C4 -1.0149 -0.4829 0.1086
H3 -4.3608 0.3400 -0.3384
H4 1.4642 -1.4456 0.6315
H5 1.4649 1.7261 -0.1495
N2 -2.2659 -0.0591 0.0727
H6 2.2222 -0.1495 -0.1515
H7 1.1456 -1.1183 -1.0838

ΔE to the lowest compared entry with this formula, charge and spin: 120.8 kcal per mole
total charge: +1
HOMO (alpha / beta): -12.524 / -12.524 eV
largest force on an atom: 5.60 eV Å⁻¹
total energy: -7230.501 eV



No. 6
This record from the OMol25 dataset describes a structure of composition C4H7N2 in a non-equilibrium geometry. The level of theory is ωB97M-V with the def2-TZVPD basis set.

Geometry (Å):
H1 -0.8835 -0.4285 1.4172
C1 0.1897 0.2355 -0.3052
H2 -0.8180 2.3904 -0.0308
H3 1.1635 0.2975 -0.7452
H4 0.8342 2.5209 -0.5191
H5 -0.3781 2.0046 -1.6100
H6 1.5789 -2.1796 0.9320
N1 -0.0805 2.0823 -0.6840
N2 0.7030 -1.6795 1.2608
C2 -0.8319 -0.6960 -0.8824
H7 0.1086 -2.3038 1.8347
C3 -0.0744 -0.6651 0.8016
C4 -1.5113 -1.5787 -1.4696

ΔE to the lowest compared entry with this formula, charge and spin: 106.6 kcal per mole
total charge: +1
HOMO (alpha / beta): -11.406 / -14.057 eV
largest force on an atom: 3.27 eV Å⁻¹
spin multiplicity: 3
total energy: -7226.111 eV



No. 7
This record from the OMol25 dataset describes a cluster of 2 separate species, C4H7N2 in total in a non-equilibrium geometry. The level of theory is ωB97M-V with the def2-TZVPD basis set.

Geometry (Å):
H1 -0.3730 -0.4498 -1.6884
C1 1.5976 0.2063 0.0982
H2 -1.3014 0.9653 -1.4852
C2 0.6074 -0.4639 0.9976
H3 0.2467 -1.4589 1.1020
N1 -2.2754 -0.7751 -0.7248
N2 -2.7489 -1.2250 0.1560
C3 -0.5914 0.3547 -1.0243
H4 0.7877 -0.0800 2.0565
H5 2.2509 0.9319 0.4392
H6 2.0666 -0.2529 -0.7340
C4 0.0515 0.6949 0.1772
H7 -0.3182 1.5526 0.6300

ΔE to the lowest compared entry with this formula, charge and spin: 71.4 kcal per mole
total charge: +1
HOMO (alpha / beta): -12.456 / -17.585 eV
largest force on an atom: 4.26 eV Å⁻¹
spin multiplicity: 3
total energy: -7227.636 eV



No. 8
This record from the OMol25 dataset describes a structure of composition C4H7N2O in a non-equilibrium geometry. The level of theory is ωB97M-V with the def2-TZVPD basis set.

Geometry (Å):
C1 -1.4714 0.4000 0.0609
N1 -1.5651 -0.9585 -0.1897
C2 -0.4187 -1.6388 -0.1043
H1 1.3159 1.0265 -1.2948
C3 1.2233 1.3799 -0.2725
N2 0.6216 -0.9694 0.2863
H2 0.4118 0.6396 1.6292
H3 2.2180 1.5284 0.1453
O1 -2.2308 1.2849 0.0097
H4 1.5517 -1.3766 0.3190
H5 0.7236 2.3455 -0.2809
H6 -2.4213 -1.3924 -0.5241
H7 -0.3851 -2.6933 -0.3465
C4 0.4264 0.4242 0.5623

ΔE to the lowest compared entry with this formula, charge and spin: 24.4 kcal per mole
total charge: +1
HOMO: -14.469 eV
largest force on an atom: 4.64 eV Å⁻¹
total energy: -9281.733 eV



No. 9
This record from the OMol25 dataset describes the ion C4H7N2O with charge +1 in a non-equilibrium geometry. The level of theory is ωB97M-V with the def2-TZVPD basis set.

Geometry (Å):
N1 1.4528 -1.6294 -0.0021
H1 -0.5777 1.9177 -1.0045
O1 -2.8071 -0.1177 -0.3411
N2 -0.6138 -0.4089 0.1329
C1 0.0512 0.7875 0.6737
H2 0.0022 0.8774 1.7637
C2 0.6229 -0.7401 0.3649
C3 0.2522 1.8859 -0.2916
C4 -1.9261 -0.8459 -0.2678
H3 1.1911 -2.5518 -0.2525
H4 -1.8437 -1.8419 -0.5268
H5 0.4477 2.7666 0.3748
H6 2.4547 -1.5400 0.0346
H7 1.2937 1.4406 -0.6582

ΔE to the lowest compared entry with this formula, charge and spin: 82.3 kcal per mole
SMILES: C[C@@H]1C(=[NH2+])N1C=O
total charge: +1
HOMO: -15.091 eV
largest force on an atom: 4.08 eV Å⁻¹
total energy: -9279.223 eV



No. 10
This record from the OMol25 dataset describes the ion C4H7N2O2 with charge +1 in a non-equilibrium geometry. The level of theory is ωB97M-V with the def2-TZVPD basis set.

Geometry (Å):
H1 2.1200 0.8924 -1.3424
H2 1.4844 -0.9125 -1.5431
H3 -0.7719 -0.9186 -0.3516
C1 1.4182 0.1037 -1.1185
H4 0.2953 -1.6754 0.8135
N1 -0.2170 -0.8513 0.4505
H5 0.2568 1.2526 0.2797
C2 -1.8937 1.0218 0.7479
C3 0.7902 0.2781 0.2872
H6 -0.9351 -0.5495 2.3122
H7 1.5546 0.3525 1.0099
N2 0.3392 0.5679 -2.0490
O1 -0.7393 0.7686 -1.5564
C4 -1.2131 -0.1978 1.3169
O2 -2.4886 -0.1323 0.7431

ΔE to the lowest compared entry with this formula, charge and spin: 179.8 kcal per mole
total charge: +1
HOMO: -13.915 eV
largest force on an atom: 3.58 eV Å⁻¹
total energy: -11321.927 eV



No. 11
This record from the OMol25 dataset describes a cluster of 2 separate species, C4H7N2P in total in a non-equilibrium geometry. The level of theory is ωB97M-V with the def2-TZVPD basis set.

Geometry (Å):
H1 3.2543 0.1562 0.0846
N1 -2.0892 0.5646 0.9889
C1 1.9501 -0.0033 -1.6799
C2 2.2437 0.1254 -0.3705
H2 -1.1438 -1.1068 2.0845
N2 1.1994 0.5058 0.3982
H3 2.6545 -0.4782 -2.3303
H4 -1.6203 1.1905 1.7239
H5 -2.8491 -1.1905 1.9842
H6 0.2533 1.5181 -2.5547
C3 0.1173 0.6637 -0.2136
C4 -2.0103 -0.8030 1.3669
H7 -2.1138 -1.4049 0.4302
P1 0.1539 0.2625 -1.9123

ΔE to the lowest compared entry with this formula, charge and spin: 118.7 kcal per mole
HOMO (alpha / beta): -9.305 / -8.654 eV
largest force on an atom: 3.20 eV Å⁻¹
total energy: -16524.662 eV



No. 12
This record from the OMol25 dataset describes the ion C4H7N2S with charge +1 in a non-equilibrium geometry. The level of theory is ωB97M-V with the def2-TZVPD basis set.

Geometry (Å):
H1 0.7856 2.8446 0.7457
H2 -2.6688 0.1220 0.2069
H3 2.3079 0.3986 0.1540
H4 1.6329 1.9023 1.8644
H5 -0.5587 -2.9188 -0.8870
C1 -2.4571 -2.0759 -0.4789
H6 -2.9564 -3.0078 -0.7106
N1 1.4516 2.1053 0.8934
C2 -0.3124 -0.9507 -0.3045
S1 -3.5517 -0.8710 -0.0026
H7 1.3754 1.3909 -1.0251
C3 -1.0951 -2.0282 -0.5835
C4 1.4278 1.0333 0.0080
N2 0.3156 -0.0229 0.0442

ΔE to the lowest compared entry with this formula, charge and spin: 41.7 kcal per mole
total charge: +1
HOMO: -13.686 eV
largest force on an atom: 3.81 eV Å⁻¹
total energy: -18068.584 eV